(1)
{"formula": "C9H11N", "method": "ωB97M-V with the def2-TZVPD basis set", "charge": 0, "de_lowest_ev": 4.3315, "gap_ev": [8.58, 7.27], "lumo_ev": [0.346, -0.473], "total_energy_ha": -404.09088, "symbols": ["C", "C", "C", "C", "C", "C", "C", "C", "C", "N", "H", "H", "H", "H", "H", "H", "H", "H", "H", "H", "H"], "xyz": [[3.235029, 0.318619, -0.193316], [2.354915, 1.429849, -0.142833], [2.488922, -0.808473, 0.017611], [1.127196, 0.913847, 0.126899], [-1.548826, -0.459220, -1.260074], [0.141732, -1.334587, 0.616762], [-1.276183, -0.986632, 0.143210], [-1.760359, 0.367610, -0.075019], [-2.599515, 1.422466, 0.488356], [1.182264, -0.433425, 0.208273], [4.289198, 0.361509, -0.394254], [2.612712, 2.459934, -0.284263], [2.785012, -1.838576, 0.072978], [-0.704753, -0.256892, -1.903912], [-2.409540, -0.839619, -1.805446], [0.112902, -1.393531, 1.716691], [0.394711, -2.330872, 0.235582], [-1.971889, -1.717950, 0.552860], [-3.564835, 1.455201, -0.023819], [-2.137757, 2.403700, 0.348879], [-2.750943, 1.267039, 1.554829]], "atomic_forces_ev_per_a": [[0.0, -0.2, -0.1], [0.0, 0.5, 0.1], [0.4, 0.0, 0.0], [-1.0, -0.2, 0.0], [-0.3, 0.0, -0.2], [-0.6, -0.3, 0.4], [0.4, 0.0, 0.1], [1.5, 0.0, 0.0], [-0.2, 0.1, 0.0], [-0.2, 0.0, -0.2], [0.1, -0.1, 0.0], [0.0, 0.2, -0.1], [0.0, -0.2, 0.0], [0.2, 0.0, 0.0], [-0.1, 0.0, 0.1], [0.0, 0.0, -0.2], [0.0, 0.2, 0.1], [-0.1, 0.0, -0.1], [-0.1, 0.0, 0.1], [0.0, 0.0, 0.0], [-0.1, 0.1, 0.0]]}

(2)
{"formula": "C7H24ClCrO7S", "method": "ωB97M-V with the def2-TZVPD basis set", "charge": 1, "de_lowest_ev": 1.7301, "gap_ev": [8.05, 9.05], "lumo_ev": [-2.895, -2.890], "total_energy_ha": -2710.36754, "spin_multiplicity": 5, "s_squared": 6.007, "symbols": ["Cr", "Cl", "O", "S", "O", "O", "C", "C", "C", "H", "H", "H", "H", "H", "H", "H", "H", "C", "O", "H", "H", "H", "H", "C", "O", "H", "H", "H", "H", "C", "O", "H", "H", "H", "H", "C", "O", "H", "H", "H", "H"], "xyz": [[1.063715, 20.647057, -22.735907], [-1.039295, 19.528742, -22.930883], [4.994518, 22.153439, -24.376710], [4.264533, 22.695846, -23.279084], [3.094759, 21.935650, -22.801658], [5.263837, 22.883485, -21.994002], [6.710546, 22.921719, -22.147719], [7.459168, 23.561670, -21.024397], [3.881550, 24.496240, -23.469118], [7.068196, 23.302431, -23.104406], [7.009389, 21.873606, -22.162945], [6.811342, 23.506539, -20.149539], [7.745957, 24.556485, -21.365246], [8.377876, 22.993866, -20.877172], [3.708837, 24.768740, -22.427948], [2.990975, 24.652730, -24.077801], [4.764908, 25.040106, -23.803765], [2.321715, 20.776201, -19.709659], [1.146292, 20.789600, -20.479789], [3.163157, 21.225923, -20.236745], [2.102945, 21.121132, -18.699085], [2.676817, 19.751405, -19.601029], [0.420720, 20.854138, -19.854513], [0.514676, 23.922405, -21.513727], [0.395167, 22.774935, -22.375893], [-0.311124, 24.617784, -21.664119], [0.378152, 23.643820, -20.468816], [1.418049, 24.520829, -21.631580], [0.461118, 23.071856, -23.286435], [1.920205, 20.097091, -25.675305], [1.504952, 21.070512, -24.831678], [1.613778, 19.076273, -25.446989], [1.491228, 20.152296, -26.675823], [3.009145, 20.097405, -25.723411], [1.331790, 21.885000, -25.309406], [3.849400, 19.017754, -22.713911], [2.415048, 19.071626, -22.482857], [4.131225, 19.312754, -23.724684], [4.435946, 19.489573, -21.925603], [4.034555, 17.970715, -22.474082], [2.201364, 18.192577, -22.161589]], "atomic_forces_ev_per_a": [[-0.9, 0.5, 0.5], [0.8, 0.4, 0.0], [-0.2, 0.1, -0.2], [0.4, 0.4, 1.6], [1.8, 1.6, -0.2], [-1.3, 0.2, -0.7], [0.9, -2.1, -1.2], [-0.5, 0.4, -0.2], [-0.2, -1.3, 0.7], [-0.7, 0.3, -0.2], [-0.2, -0.2, -0.1], [0.5, 0.4, 0.3], [-0.2, 0.3, 0.8], [-0.1, 0.0, 0.2], [-0.2, 0.2, -0.1], [0.2, -0.1, -0.1], [-0.1, -0.4, -0.3], [1.2, -1.3, 0.4], [-0.6, 0.2, -0.8], [-0.4, 0.8, 0.2], [0.4, 0.5, -0.2], [-0.2, -0.4, 0.2], [-0.5, -0.2, -0.5], [-0.8, 0.5, 0.3], [0.2, 0.6, 0.2], [-0.2, -0.1, -0.4], [0.4, -0.5, -0.2], [0.3, -0.5, -0.1], [-0.3, 0.4, 0.0], [1.3, -2.7, -2.6], [-1.6, 1.5, 2.2], [-0.2, 0.2, 1.1], [0.2, 0.7, -0.1], [0.1, 0.0, -0.3], [-0.1, -0.1, 0.0], [0.0, -1.5, 1.0], [1.2, 0.1, -0.1], [-0.1, 0.0, 0.3], [-0.3, 0.8, -0.2], [0.8, -0.2, -0.9], [-0.7, 0.1, 0.0]]}

(3)
{"formula": "C14H20Br2F4O3", "method": "ωB97M-V with the def2-TZVPD basis set", "charge": 0, "gap_ev": 10.78, "lumo_ev": 0.339, "smiles": "O=C1C[C@](CCCO)(CCCF)[C@H](CC[C@](F)(Br)C(F)(F)Br)O1", "total_energy_ha": -6318.68464, "symbols": ["O", "C", "C", "C", "C", "C", "C", "O", "C", "C", "C", "F", "C", "C", "C", "C", "F", "Br", "C", "F", "F", "Br", "O", "H", "H", "H", "H", "H", "H", "H", "H", "H", "H", "H", "H", "H", "H", "H", "H", "H", "H", "H", "H"], "xyz": [[-0.512116, 3.117143, -0.775324], [-0.198328, 2.016389, -0.496414], [0.750522, 1.086914, -1.216638], [1.104290, 0.023193, -0.170007], [2.331672, 0.501226, 0.656460], [2.351446, 1.919730, 1.258272], [1.731549, 2.088184, 2.650808], [2.690695, 1.976820, 3.702986], [1.440696, -1.373973, -0.737218], [0.914320, -1.728876, -2.131703], [1.133310, -3.192368, -2.449100], [0.262197, -3.976233, -1.685520], [-0.184464, 0.045341, 0.713808], [-1.270382, -0.965919, 0.357050], [-2.620122, -0.669424, 1.032540], [-3.814265, -0.435377, 0.125312], [-4.933268, -0.424231, 0.923815], [-4.040184, -1.907304, -1.117591], [-3.849188, 0.931668, -0.606869], [-5.090080, 1.193237, -1.015666], [-3.498505, 1.878057, 0.268632], [-2.669046, 1.061408, -2.134935], [-0.687069, 1.391301, 0.599820], [1.605035, 1.651027, -1.601569], [0.206720, 0.696912, -2.083822], [3.194287, 0.410479, -0.016907], [2.492208, -0.231454, 1.464436], [1.922390, 2.650707, 0.565948], [3.402702, 2.220912, 1.362325], [0.931860, 1.359098, 2.822038], [1.292977, 3.084012, 2.752695], [3.305005, 1.261830, 3.489643], [2.534632, -1.472560, -0.766837], [1.100388, -2.141969, -0.033281], [1.434802, -1.137537, -2.895833], [-0.156722, -1.519293, -2.231879], [2.152292, -3.508288, -2.194145], [0.942214, -3.416828, -3.502457], [0.072439, -0.110795, 1.765423], [-0.908222, -1.930142, 0.730039], [-1.395916, -1.084997, -0.720407], [-2.538133, 0.189205, 1.706515], [-2.934636, -1.527225, 1.635555]], "atomic_forces_ev_per_a": [[-0.2, 1.4, -0.3], [0.5, -1.1, 0.2], [0.1, 0.0, -0.1], [-0.1, 0.2, 0.1], [0.0, -0.1, 0.1], [0.1, 0.1, 0.0], [-0.1, 0.0, 0.0], [0.2, -0.1, -0.2], [0.1, -0.1, 0.1], [0.0, 0.0, 0.0], [0.1, 0.0, 0.0], [0.1, 0.1, 0.0], [0.1, 0.0, -0.3], [0.1, -0.2, 0.1], [0.1, -0.2, 0.2], [-0.1, 0.0, 0.1], [0.2, 0.1, 0.0], [-0.1, 0.0, -0.1], [0.1, -0.1, 0.0], [-0.1, 0.0, -0.1], [-0.1, 0.1, 0.1], [-0.3, -0.1, -0.2], [0.0, -0.3, 0.3], [-0.1, -0.1, 0.1], [0.1, 0.0, 0.2], [-0.1, 0.0, 0.1], [0.0, 0.1, -0.1], [0.0, -0.1, 0.1], [-0.2, 0.0, 0.0], [0.0, 0.1, -0.1], [0.1, -0.1, 0.0], [-0.2, 0.1, 0.1], [-0.2, 0.0, 0.0], [0.1, 0.1, 0.0], [-0.1, 0.0, 0.1], [0.1, 0.0, -0.1], [-0.1, 0.0, -0.1], [0.0, 0.0, 0.1], [0.0, 0.1, -0.1], [-0.1, 0.1, -0.2], [0.0, 0.1, 0.2], [-0.1, -0.1, -0.1], [0.1, 0.1, 0.0]]}

(4)
{"formula": "C21H26N2O", "method": "ωB97M-V with the def2-TZVPD basis set", "charge": 0, "de_lowest_ev": 1.6003, "gap_ev": 9.16, "lumo_ev": 0.833, "smiles": "Oc1ccc(C[C@@H]2CNCCN2CC2(c3ccccc3)CC2)cc1", "total_energy_ha": -1000.53933, "symbols": ["O", "C", "C", "C", "C", "C", "C", "H", "H", "C", "H", "H", "C", "N", "C", "C", "N", "H", "C", "H", "H", "H", "H", "H", "H", "C", "C", "C", "C", "C", "C", "C", "C", "H", "H", "H", "H", "H", "C", "C", "H", "H", "H", "H", "H", "H", "H", "H", "H", "H"], "xyz": [[6.744916, 0.864558, -0.045182], [5.413511, 0.683766, 0.180503], [4.937089, -0.262541, 1.079027], [3.576477, -0.408162, 1.275197], [2.664238, 0.376357, 0.581202], [3.153426, 1.322518, -0.311476], [4.510007, 1.480571, -0.514165], [4.891347, 2.215174, -1.205399], [2.459857, 1.946520, -0.855824], [1.188634, 0.200116, 0.798985], [0.638015, 1.027811, 0.348460], [1.006146, 0.208598, 1.875360], [0.651533, -1.109267, 0.189735], [-0.805412, -1.111461, 0.139868], [-1.303438, -2.308344, -0.511909], [-0.771364, -2.403116, -1.934784], [0.674006, -2.450588, -1.860375], [1.074771, -2.558866, -2.787433], [1.167919, -1.232823, -1.250436], [2.258868, -1.267514, -1.243020], [0.843914, -0.332014, -1.800899], [-1.136668, -3.316695, -2.409589], [-1.132252, -1.530715, -2.507040], [-2.392733, -2.257432, -0.531877], [-1.000568, -3.217899, 0.038913], [-1.508306, -0.880975, 1.390146], [-2.805381, -0.124485, 1.120998], [-2.575057, 1.035206, 0.208663], [-2.021907, 2.208014, 0.707828], [-1.747066, 3.270688, -0.133931], [-2.019934, 3.171427, -1.487706], [-2.571389, 2.006387, -1.992728], [-2.846095, 0.944487, -1.149620], [-3.269346, 0.034175, -1.547310], [-2.784955, 1.924751, -3.049141], [-1.802954, 3.999648, -2.146737], [-1.316541, 4.177744, 0.265965], [-1.807562, 2.285722, 1.764425], [-3.788238, 0.020910, 2.247273], [-4.112440, -0.858194, 1.074883], [-4.868132, -0.517850, 0.382679], [-4.113532, -1.927381, 1.230119], [-4.318179, 0.956593, 2.343698], [-3.557833, -0.449968, 3.191656], [-0.895745, -0.263089, 2.045826], [-1.723907, -1.822994, 1.922528], [1.034641, -1.973567, 0.765233], [3.219980, -1.145000, 1.980138], [5.634749, -0.883024, 1.626994], [7.252898, 0.252200, 0.500294]], "atomic_forces_ev_per_a": [[0.2, 0.0, 0.0], [-0.3, -0.1, 0.1], [0.2, 0.0, -0.1], [0.0, 0.1, -0.1], [-0.1, 0.1, 0.1], [0.0, -0.1, 0.1], [0.4, -0.1, 0.0], [0.0, 0.1, -0.1], [-0.1, 0.1, -0.1], [0.0, -0.3, 0.0], [0.0, 0.0, 0.0], [-0.1, 0.1, 0.0], [0.2, 0.2, -0.2], [0.1, -0.3, 0.2], [-0.1, -0.1, -0.4], [-0.2, -0.1, 0.1], [0.1, -0.1, -0.3], [0.0, 0.0, 0.2], [0.2, -0.1, 0.3], [-0.1, 0.1, 0.0], [0.0, 0.0, 0.1], [0.0, 0.1, 0.0], [0.0, -0.1, 0.0], [0.0, -0.1, 0.0], [-0.1, 0.0, 0.0], [-0.1, 0.1, -0.1], [0.1, 0.0, 0.1], [-0.2, 0.1, 0.0], [-0.1, -0.1, 0.0], [0.1, 0.1, 0.0], [0.1, 0.1, -0.1], [0.0, 0.0, -0.1], [0.0, 0.1, 0.1], [-0.1, -0.1, 0.0], [0.0, 0.0, -0.1], [0.0, 0.1, 0.0], [0.0, 0.1, 0.0], [0.0, 0.0, 0.1], [0.0, 0.0, 0.1], [-0.1, -0.1, -0.1], [0.0, 0.1, -0.1], [0.1, -0.1, 0.0], [0.0, 0.1, -0.1], [0.1, -0.1, 0.1], [0.0, 0.0, 0.0], [0.0, 0.1, 0.0], [0.0, 0.0, 0.0], [0.0, -0.1, 0.1], [0.1, 0.0, 0.0], [-0.1, 0.1, -0.1]]}